# 1
Here is C6H10 in the gas phase from OMol25. Energies are from ωB97M-V/def2-TZVPD.

Geometry as XYZ:
```
16
C6H10 ωB97M-V/def2-TZVPD
C -1.1459 0.4394 1.7992
C -0.0198 -0.0778 0.9105
C 1.7613 1.1463 -0.7653
C 1.3402 0.0756 -1.6212
C 0.4420 -0.9028 -1.4355
C -0.5030 -0.9196 -0.2641
H -1.7378 -0.3837 2.2204
H -1.8340 1.0763 1.2296
H -0.7529 1.0287 2.6329
H 0.7261 -0.6357 1.4891
H 1.3588 2.1076 -1.1460
H 0.5672 0.8054 0.5416
H 1.9232 0.0965 -2.5532
H 0.3319 -1.6707 -2.1936
H -1.4984 -0.5738 -0.5844
H -0.6572 -1.9515 0.0778
```

Calculated values
energy: -234.447097 Eh
total charge: 0


# 2
Here is C6H10 in the gas phase at a distorted geometry from OMol25. Energies are from ωB97M-V/def2-TZVPD.

Geometry as XYZ:
```
16
C6H10 ωB97M-V/def2-TZVPD
C 1.1504 -0.1845 1.3439
C 1.1173 -0.7490 -0.0505
C -0.1095 -0.3867 -0.8806
C -1.4030 -0.5747 -0.1283
C -1.6874 0.7286 -0.1017
C -0.5071 1.1170 -0.9550
H 2.0236 -0.4568 1.9568
H 1.1180 0.9082 1.3458
H 0.1249 -0.4536 1.8524
H 2.0463 -0.3435 -0.4721
H 1.2188 -1.8400 -0.0241
H -0.0618 -0.8788 -1.8605
H -1.8764 -1.4543 0.2944
H -2.5692 1.2861 0.1841
H 0.2026 1.8398 -0.5440
H -0.7875 1.4422 -1.9606
```

Calculated values
structure (SMILES): CC[C@H]1C=CC1
energy: -234.545892 Eh
total charge: 0


# 3
Here is a 2-piece molecular cluster, C6H10 overall from OMol25. Energies are from ωB97M-V/def2-TZVPD.

Geometry as XYZ:
```
16
C6H10 ωB97M-V/def2-TZVPD
C -2.3760 0.9059 -1.0147
C -1.5904 0.2190 -0.2153
C -0.4505 -0.0384 0.3290
C 0.9312 0.5839 0.2152
C 0.6516 -0.6034 1.0980
C 1.2734 -1.9169 0.7021
H -2.4646 0.6538 -2.0684
H -2.8879 1.8032 -0.6761
H 1.5193 0.4026 -0.6852
H 1.1485 1.5420 0.6840
H 0.6459 -0.3675 2.1592
H 1.2057 -2.0581 -0.3826
H 2.3325 -1.9238 0.9814
H 0.7672 -2.7497 1.1925
H -0.6401 1.9655 -1.3813
H 0.0371 1.8489 -1.0891
```

Calculated values
structure (SMILES): C=C=C1C[C@@H]1C.[H][H]
energy: -234.441229 Eh
total charge: 0


Calculated Kohn-Sham gap in order - 7.5905; 10.5959; 10.1762 eV
Calculated relative energy (zero: lowest compared OMol25 entry of this formula, charge and spin) in order - 97.52; 35.53; 101.21 kcal per mole
Calculated HOMO level in order - -0.290; -0.344; -0.332 hartree